Entry from the OMol25 dataset: a cluster of 7 separate species, C42H101O24P3 in total (ωB97M-V with the def2-TZVPD basis set).

Output
- Relative energy (zero: lowest compared OMol25 entry of this formula, charge and spin): 216.83 kJ/mol
- Energy: -122197.15454 eV
- Frontier orbital gap: 9.54 eV
- SMILES string: CCOP(=O)(OCC)OCC.CCOP(=O)(OCC)OCC.CCOP(=O)(OCC)OCC.COCCOCCOC.COCCOCCOC.COCCOCCOC.COCCOCCOC
- Highest occupied orbital energy: -9.00 eV

```
170
C42H101O24P3 ωB97M-V with the def2-TZVPD basis set
C -4.52830 3.10337 12.43676
O -4.15397 1.82053 12.04447
C -2.79839 1.52864 11.94176
C -2.54529 0.04182 11.71337
O -1.16778 -0.03994 11.50871
C -0.65261 -1.18114 10.88162
C 0.72982 -0.99188 10.34192
O 0.75339 -0.38896 9.05701
C 1.95323 0.25098 8.71124
H -4.19002 3.84744 11.70725
H -4.13254 3.37780 13.42524
H -5.60517 3.16757 12.58402
H -2.26791 1.76184 12.87533
H -2.30811 2.02960 11.09984
H -3.22379 -0.29390 10.90777
H -2.91277 -0.64172 12.49414
H -1.27167 -1.66614 10.11282
H -0.62835 -1.96358 11.65614
H 1.27504 -1.93832 10.24102
H 1.28766 -0.34239 11.02920
H 1.74656 0.96189 7.91030
H 2.58772 -0.50852 8.22566
H 2.50760 0.73239 9.51934
C -0.59120 -4.21014 8.38870
O -1.92942 -3.95931 8.72001
C -2.90235 -4.83344 8.18664
C -3.72995 -5.37663 9.31455
O -2.99975 -6.20786 10.15746
C -3.69847 -6.75686 11.21549
C -3.06428 -7.88878 11.97584
O -1.95838 -7.41612 12.78222
C -0.89886 -8.33210 12.81250
H -0.25055 -5.18088 8.77016
H -0.03150 -3.44006 8.91847
H -0.26230 -4.18726 7.34423
H -2.50849 -5.61394 7.52460
H -3.58195 -4.29784 7.51156
H -4.59640 -5.85795 8.83896
H -4.23887 -4.51854 9.78129
H -4.56610 -7.34385 10.82646
H -4.33148 -6.07959 11.79862
H -2.66474 -8.57599 11.22595
H -3.67381 -8.40206 12.72011
H -0.01259 -7.94029 13.30526
H -0.59893 -8.68488 11.81686
H -1.21771 -9.24647 13.33745
C 1.16656 -2.79863 16.00684
O -0.16499 -3.01427 15.56040
C -0.24508 -3.73399 14.35842
C -1.57899 -3.72724 13.65664
O -2.52135 -4.19544 14.57834
C -3.81638 -4.31146 14.01575
C -4.95896 -4.15057 15.01864
O -5.02826 -2.88538 15.63205
C -3.95146 -2.51611 16.44522
H 1.76939 -2.50971 15.14312
H 1.58268 -3.69469 16.47944
H 1.04934 -2.03799 16.77430
H 0.04573 -4.77670 14.55087
H 0.50075 -3.36174 13.63611
H -1.41706 -4.26759 12.71211
H -1.78677 -2.70400 13.30560
H -3.90219 -5.35788 13.68370
H -3.95232 -3.75578 13.08216
H -4.92502 -4.96847 15.74311
H -5.84520 -4.20823 14.38435
H -3.27606 -1.79212 15.97552
H -3.33982 -3.35870 16.77570
H -4.24216 -2.00052 17.36797
C -8.97054 -5.24023 13.12451
O -8.04926 -4.37114 12.50589
C -7.23469 -5.04093 11.55864
C -8.03281 -5.28092 10.28701
O -7.26547 -6.12797 9.45177
C -8.00080 -6.82749 8.46602
C -7.11020 -7.92696 7.92496
O -5.94125 -7.38689 7.38933
C -4.75117 -8.05496 7.71520
H -8.68601 -6.29331 13.09432
H -10.00537 -5.04402 12.82632
H -9.06347 -5.04643 14.20303
H -6.75859 -5.96492 11.90349
H -6.42142 -4.34442 11.34594
H -8.19005 -4.29928 9.82305
H -9.03344 -5.69362 10.44953
H -8.41719 -6.15559 7.71231
H -8.81638 -7.35337 8.98587
H -7.72180 -8.53141 7.22927
H -6.94166 -8.75113 8.63308
H -4.75155 -9.13078 7.49805
H -4.66181 -8.07356 8.81191
H -3.90136 -7.50168 7.33006
C -0.37178 -8.67030 8.71951
C -1.51409 -9.45284 8.12827
O -2.52551 -9.79677 9.09165
P -2.81713 -11.30158 9.48619
O -4.04067 -11.53974 10.24871
O -2.79146 -12.02161 8.06170
C -3.63194 -13.08964 7.66156
C -2.77953 -14.36011 7.43024
O -1.44039 -11.80403 10.13458
C -1.44843 -12.15821 11.52363
C 0.00189 -12.35660 12.01395
H 0.34126 -8.46514 7.91720
H -0.63790 -7.66553 9.07094
H 0.11679 -9.12908 9.57682
H -2.06442 -9.03635 7.28568
H -1.01176 -10.32820 7.70128
H -4.38267 -13.41690 8.38649
H -4.12838 -12.75650 6.75369
H -3.36156 -15.25847 7.25437
H -2.35947 -14.12287 6.44212
H -1.94227 -14.38172 8.11981
H -1.90393 -11.43514 12.19993
H -1.91915 -13.13459 11.61236
H 0.65454 -12.33612 11.13643
H 0.42927 -11.57486 12.63978
H 0.03558 -13.33938 12.47616
C -7.29953 3.45014 9.33218
C -6.58111 2.13430 9.18894
O -6.68676 1.64302 7.84076
P -7.72074 0.46455 7.49341
O -8.66688 0.08790 8.54256
O -8.31472 0.90300 6.08308
C -8.84428 2.22665 6.04944
C -10.04682 2.26692 5.12443
O -6.79069 -0.77359 7.11371
C -5.94660 -1.29563 8.12027
C -4.50724 -1.38678 7.60779
H -7.08889 4.06944 8.45819
H -8.38023 3.31697 9.37964
H -6.95382 3.95753 10.23208
H -5.53518 2.09005 9.50498
H -6.96759 1.40028 9.90789
H -9.14162 2.62898 7.01998
H -8.12532 2.95320 5.66156
H -10.78956 3.01676 5.38782
H -9.83282 2.27455 4.05183
H -10.59475 1.31513 5.12038
H -5.97702 -0.72192 9.04714
H -6.16611 -2.34087 8.36321
H -4.44134 -2.07059 6.76048
H -4.25178 -0.41921 7.16308
H -3.81868 -1.64622 8.40948
C -11.03433 -5.17797 16.27688
C -9.85433 -5.82603 16.97835
O -10.08100 -7.23391 17.15360
P -9.51983 -8.32403 16.13010
O -9.53075 -9.67006 16.68677
O -8.08205 -7.73505 15.75791
C -6.97150 -8.62346 15.60943
C -6.44442 -8.68846 14.19417
O -10.43812 -8.04421 14.86302
C -11.01448 -9.14604 14.13474
C -12.50771 -9.22378 14.41173
H -11.95000 -5.74430 16.47084
H -11.24633 -4.21093 16.73676
H -10.99105 -5.12478 15.19010
H -8.91460 -5.59882 16.47645
H -9.80003 -5.41710 17.98664
H -6.19301 -8.17398 16.23765
H -7.05411 -9.59774 16.09141
H -7.23590 -9.05090 13.53279
H -6.05055 -7.72018 13.88585
H -5.64134 -9.41639 14.06898
H -10.77881 -9.00867 13.08116
H -10.55386 -10.08868 14.44282
H -12.92483 -8.53042 13.67248
H -12.93733 -10.20483 14.22082
H -12.81086 -8.87481 15.39467
```

Results of the Mulliken charge analysis, in e, for atoms 1 through 2:
1. C -0.85
2. O -0.21